Entry 1:
DFT (ωB97M-V with the def2-TZVPD basis set) results for 10 unconnected molecules or ions with the total composition C46H71N3O27 in a non-equilibrium geometry.

Each line ends with the Mulliken charge.
Geometry (Å):
O 3.3284 13.1602 27.0690  -0.551
N 3.3933 12.2174 26.2809  0.856
O 4.4469 11.5191 26.2925  -0.530
C 2.3374 12.0734 25.2702  0.290
C 1.4222 13.1234 25.0233  -0.379
C 0.3288 12.8998 24.1480  -0.299
C 0.1833 11.6552 23.4567  -0.403
C 1.1676 10.6425 23.6069  -0.446
C 2.1712 10.7771 24.6481  -0.634
H 1.3869 14.0646 25.5518  0.388
H -0.3202 13.7409 23.9536  0.360
H -0.6231 11.5870 22.7416  0.366
H 1.1467 9.7090 23.0642  0.439
H 2.9228 10.0138 24.7853  0.545
O 7.2234 6.8422 20.1568  -0.568
N 6.3231 7.5671 20.5380  0.955
O 6.3533 8.0152 21.6908  -0.546
C 5.1150 7.7076 19.6781  0.264
C 4.3012 8.8170 19.7959  -0.463
C 3.0906 8.8544 19.0958  -0.573
C 2.8358 7.8259 18.1246  -0.319
C 3.7152 6.7782 17.9419  -0.683
C 4.8202 6.7247 18.7421  -0.254
H 4.5122 9.6674 20.4273  0.416
H 2.3503 9.6191 19.2795  0.420
H 1.9059 7.7218 17.5854  0.405
H 3.5159 5.9474 17.2812  0.488
H 5.5739 5.9552 18.6643  0.459
O 8.6164 -7.3302 17.4669  -0.531
N 7.8950 -7.1614 18.4872  0.839
O 7.5795 -7.9943 19.3406  -0.523
C 7.3592 -5.7711 18.7255  0.310
C 7.1662 -4.9180 17.6443  -0.479
C 6.5021 -3.6828 17.8984  -0.449
C 6.3240 -3.2145 19.2246  -0.441
C 6.6395 -4.0312 20.2501  -0.343
C 7.1024 -5.3246 20.0375  -0.420
H 7.3397 -5.1130 16.5963  0.399
H 6.1991 -2.9472 17.1679  0.409
H 6.0694 -2.1893 19.4494  0.428
H 6.6364 -3.6219 21.2495  0.412
H 7.2828 -5.9651 20.8882  0.389
C -0.6409 2.4609 14.1259  -1.196
C -1.2349 3.3662 15.1344  -0.154
O -0.7116 3.1547 16.4677  -0.256
C -0.8728 4.0713 17.3906  0.739
O -1.5702 5.1186 17.2497  -0.619
O -0.2979 3.6634 18.5466  -0.241
C -0.5910 4.2961 19.7959  -0.691
H -0.8288 1.3932 14.2389  0.310
H 0.4459 2.5231 14.1817  0.252
H -0.8650 2.6258 13.0720  0.380
H -2.3240 3.3565 15.1768  0.318
H -0.9717 4.3650 14.7860  0.291
H -0.1310 5.2632 19.9988  0.281
H -0.3632 3.6446 20.6396  0.268
H -1.6617 4.4900 19.8602  0.313
C 5.5706 2.1946 12.6915  -1.183
C 5.4949 1.9820 14.1984  -0.154
O 4.3801 1.1011 14.5476  -0.305
C 3.9851 1.0703 15.8879  0.792
O 4.5110 1.7896 16.7541  -0.596
O 3.0376 0.1385 15.9983  -0.317
C 2.4444 -0.0749 17.2414  -0.557
H 6.3607 2.9318 12.5492  0.375
H 4.7013 2.6658 12.2328  0.318
H 5.8764 1.2779 12.1872  0.305
H 5.4006 2.9497 14.6911  0.275
H 6.3666 1.4428 14.5692  0.284
H 1.9064 -1.0229 17.2400  0.268
H 1.6327 0.6467 17.3336  0.196
H 3.0863 0.0671 18.1108  0.304
C 6.8214 5.5473 26.9779  -1.146
C 5.5723 5.7333 26.1366  -0.156
O 5.6629 4.5746 25.2604  -0.172
C 4.6265 4.3277 24.3875  0.588
O 3.7306 5.1758 24.1694  -0.617
O 4.9717 3.2824 23.6560  -0.169
C 4.2869 2.9221 22.4759  -0.616
H 6.9939 6.4994 27.4797  0.363
H 7.7346 5.2134 26.4854  0.281
H 6.5634 4.7668 27.6938  0.283
H 5.5936 6.6473 25.5430  0.303
H 4.6976 5.6174 26.7766  0.273
H 4.4544 3.7176 21.7499  0.243
H 3.2094 2.8245 22.6079  0.300
H 4.5492 1.9379 22.0878  0.236
C 9.4697 1.0850 21.1580  -1.011
C 10.8385 1.7976 21.4678  -0.350
O 11.9909 1.0354 21.3028  -0.292
C 13.0642 1.1659 22.1862  0.801
O 13.1962 2.0471 23.0778  -0.606
O 13.9058 0.1569 21.9846  -0.322
C 14.7246 -0.3543 23.0687  -0.610
H 8.6406 1.7926 21.1631  0.334
H 9.2775 0.2838 21.8715  0.266
H 9.4058 0.6842 20.1464  0.314
H 10.7723 2.3763 22.3891  0.370
H 11.0690 2.6457 20.8229  0.304
H 15.7241 -0.3406 22.6340  0.223
H 14.4694 -1.3768 23.3470  0.230
H 14.7163 0.3890 23.8659  0.352
C 1.3263 1.7479 30.4189  -1.018
C 1.9474 2.5002 29.2292  -0.238
O 0.9299 2.8630 28.2476  -0.357
C 0.6342 2.0650 27.1819  0.816
O 1.3517 1.1263 26.7266  -0.605
O -0.5527 2.4404 26.6712  -0.337
C -1.2244 3.7731 26.9845  -0.606
H 1.1206 2.4809 31.1990  0.280
H 1.9553 0.9478 30.8093  0.305
H 0.4354 1.2054 30.1026  0.353
H 2.6986 1.9300 28.6827  0.299
H 2.3649 3.4808 29.4577  0.259
H -0.5110 4.5970 26.9646  0.286
H -1.5716 3.8003 28.0174  0.275
H -2.0824 4.0134 26.3567  0.287
C 6.2065 -3.2459 26.9624  -1.198
C 5.8022 -1.9896 27.6343  -0.011
O 6.8051 -1.0597 27.7786  -0.264
C 7.3480 -0.3846 26.6919  0.706
O 7.1161 -0.4851 25.4974  -0.610
O 8.2518 0.4802 27.1475  -0.305
C 9.0363 1.2769 26.3782  -0.600
H 6.1973 -3.0485 25.8905  0.272
H 5.4897 -4.0572 27.0888  0.377
H 7.2065 -3.6413 27.1408  0.319
H 5.4656 -2.2468 28.6387  0.276
H 4.9554 -1.6171 27.0579  0.239
H 8.5268 2.0072 25.7496  0.228
H 9.7064 0.7569 25.6936  0.305
H 9.5540 1.8878 27.1178  0.268
C 6.8029 5.3825 33.5098  -1.043
C 5.6170 4.4033 33.8340  -0.200
O 6.1066 3.0735 33.9591  -0.376
C 6.4431 2.3964 32.9402  0.865
O 6.1931 2.7179 31.7588  -0.635
O 7.0136 1.2812 33.3568  -0.341
C 7.0742 0.1462 32.4546  -0.637
H 6.4562 6.4138 33.4435  0.354
H 7.2055 5.1154 32.5327  0.296
H 7.6485 5.2253 34.1795  0.315
H 4.8115 4.3670 33.1005  0.304
H 5.1224 4.5864 34.7879  0.265
H 7.8559 0.2469 31.7016  0.299
H 6.1093 -0.0276 31.9784  0.289
H 7.3939 -0.6587 33.1165  0.245

Orbital gap = 9.13 eV
Structure (SMILES) = O=[N+]([O-])c1ccccc1.O=[N+]([O-])c1ccccc1.O=[N+]([O-])c1ccccc1.CCOC(=O)OC.CCOC(=O)OC.CCOC(=O)OC.CCOC(=O)OC.CCOC(=O)OC.CCOC(=O)OC.CCOC(=O)OC
DFT total energy = -108593.03525 eV
ΔE to the lowest compared entry with this formula, charge and spin = 5.221 eV
Maximum force = 0.0964 Eh/bohr
HOMO = -9.91 eV

Entry 2:
DFT (ωB97M-V with the def2-TZVPD basis set) results for a molecular structure, C46H74MgO32S4 in a non-equilibrium geometry.

Each line ends with the Mulliken charge.
Geometry (Å):
Mg -1.2081 1.8805 7.5561  0.442
C 0.1926 -0.5172 1.1797  -0.335
C 0.0198 -0.0365 -0.2199  0.361
C -0.2459 1.5395 -0.4089  0.327
O -0.3996 2.0030 -1.5781  -0.589
C -0.5427 2.3398 0.7599  -0.226
C -0.4606 1.7772 2.0175  0.443
C -0.0669 0.3465 2.2248  0.359
O -0.1349 -0.1708 3.3900  -0.586
O -0.7993 2.5870 2.9743  -0.603
O 0.1886 -0.8145 -1.1422  -0.562
H 0.3272 -1.5692 1.3832  0.504
H -0.8686 3.3605 0.6246  0.495
C 3.3282 2.3105 -8.6052  -1.273
C 1.8434 1.8842 -8.5939  0.406
C 0.8109 3.0064 -8.8064  -0.403
O -0.0765 2.3922 -9.7219  -0.325
C 0.5403 1.3194 -10.3229  0.636
O 0.0820 0.6166 -11.2171  -0.564
O 1.6839 1.0504 -9.7277  -0.332
H 3.9713 1.4689 -8.8630  0.331
H 3.4191 2.6929 -7.5886  0.357
H 3.5362 3.1614 -9.2539  0.329
H 1.5971 1.3768 -7.6611  0.286
H 1.2321 3.9599 -9.1249  0.271
H 0.2781 3.2140 -7.8784  0.281
C 7.9750 -0.0583 -1.6744  -1.346
C 7.2017 -0.4870 -0.4040  0.346
C 6.7379 -1.9489 -0.4565  -0.356
O 7.5445 -2.5690 0.5745  -0.326
C 8.2872 -1.6394 1.2291  0.657
O 8.9687 -1.7956 2.2354  -0.551
O 8.0771 -0.4350 0.6685  -0.372
H 8.5446 0.8609 -1.5373  0.353
H 7.2055 0.0385 -2.4403  0.377
H 8.6996 -0.8215 -1.9583  0.336
H 6.3082 0.1117 -0.2274  0.315
H 6.9548 -2.3280 -1.4552  0.280
H 5.6503 -1.9515 -0.3843  0.287
C -5.0336 9.8781 1.5576  -1.262
C -6.2775 10.3073 2.4137  0.334
C -7.6294 10.3832 1.7829  -0.350
O -8.4088 9.4800 2.5589  -0.336
C -7.6689 8.9100 3.4915  0.685
O -8.0629 8.0301 4.2020  -0.557
O -6.4764 9.4576 3.5428  -0.341
H -5.0633 8.7977 1.4162  0.326
H -4.0785 10.1383 2.0140  0.345
H -4.9429 10.4006 0.6053  0.346
H -6.0867 11.2514 2.9240  0.273
H -7.6078 9.9690 0.7749  0.245
H -8.1365 11.3381 1.6447  0.290
C 1.1254 -8.2978 -1.9955  -1.514
C 2.5123 -8.8290 -1.8855  0.506
C 2.6261 -9.7489 -0.7215  -0.439
O 3.6686 -10.6324 -1.1856  -0.308
C 3.7092 -10.5518 -2.5213  0.662
O 4.3395 -11.2984 -3.2404  -0.562
O 2.8630 -9.6177 -2.9809  -0.344
H 0.3486 -9.0625 -1.9835  0.356
H 0.8822 -7.6829 -2.8620  0.371
H 0.9191 -7.5569 -1.2232  0.395
H 3.2170 -8.0016 -1.9679  0.245
H 1.6683 -10.2618 -0.6352  0.329
H 2.9282 -9.2038 0.1728  0.303
C -3.1684 -3.3359 -6.3408  -1.467
C -4.1499 -3.4438 -5.1410  0.492
C -4.9621 -2.1715 -4.8666  -0.356
O -6.2304 -2.7476 -4.7568  -0.321
C -6.2788 -3.9972 -4.9395  0.740
O -7.2761 -4.7136 -4.7822  -0.628
O -5.1525 -4.4274 -5.4001  -0.338
H -3.6213 -3.2515 -7.3287  0.376
H -2.5997 -4.2630 -6.4131  0.346
H -2.5519 -2.4383 -6.2926  0.391
H -3.5566 -3.6847 -4.2589  0.203
H -4.8822 -1.4158 -5.6480  0.302
H -4.7131 -1.8065 -3.8702  0.260
C -4.9562 -5.7373 1.9218  -1.349
C -6.3471 -6.0524 2.5172  0.477
C -7.2754 -6.7244 1.6042  -0.372
O -7.3402 -7.9993 2.1391  -0.361
C -6.8358 -8.1139 3.3622  0.739
O -6.8948 -9.1005 4.1200  -0.580
O -6.2775 -6.9232 3.5931  -0.384
H -5.0316 -4.8753 1.2590  0.363
H -4.5002 -6.5452 1.3495  0.335
H -4.2857 -5.5451 2.7593  0.357
H -6.8451 -5.1928 2.9658  0.293
H -6.9805 -6.8891 0.5679  0.231
H -8.2628 -6.2782 1.4863  0.250
C 2.1785 8.9026 -4.2704  -1.362
C 2.3922 7.9753 -3.0224  0.460
C 3.5803 7.1149 -2.9246  -0.354
O 4.0619 7.4630 -1.5703  -0.351
C 3.6045 8.6190 -1.1759  0.710
O 3.8770 9.1852 -0.1305  -0.573
O 2.6433 8.9687 -2.0321  -0.345
H 3.0288 9.5215 -4.5568  0.343
H 1.3522 9.5602 -4.0005  0.332
H 1.8462 8.4613 -5.2100  0.391
H 1.4689 7.4141 -2.8783  0.215
H 4.3156 7.1782 -3.7267  0.269
H 3.2079 6.0939 -2.8398  0.265
C 3.6189 -8.1759 6.4627  -1.433
C 4.6735 -7.0747 6.1798  0.499
C 4.2154 -5.5991 6.2724  -0.417
O 5.1148 -4.9894 7.1478  -0.309
C 5.8892 -5.8823 7.7101  0.674
O 6.8474 -5.6480 8.4392  -0.564
O 5.5457 -7.1328 7.2802  -0.346
H 3.0908 -8.0595 7.4091  0.361
H 4.0573 -9.1685 6.5654  0.354
H 2.9099 -8.2480 5.6379  0.382
H 5.1452 -7.2882 5.2207  0.230
H 3.1766 -5.6191 6.6017  0.279
H 4.2454 -5.0714 5.3191  0.290
C -2.6429 8.4174 9.2036  -0.850
S -3.2179 6.8618 10.1098  0.482
O -2.4232 5.6497 9.7323  -0.596
C -2.7925 7.3106 11.8908  -0.970
H -2.2590 8.3007 8.1901  0.331
H -1.8607 8.7842 9.8682  0.263
H -3.4671 9.1305 9.2116  0.316
H -3.2474 8.2350 12.2465  0.373
H -1.7357 7.4213 12.1334  0.343
H -3.1335 6.3808 12.3462  0.295
C 6.6370 -6.2726 -8.8900  -0.891
S 6.0837 -5.5418 -7.2987  0.511
O 6.3734 -4.0694 -7.4120  -0.615
C 4.3055 -5.7787 -7.7196  -0.976
H 6.0931 -7.1906 -9.1126  0.322
H 7.6715 -6.5843 -8.7453  0.319
H 6.5639 -5.5188 -9.6739  0.303
H 3.7539 -5.1449 -7.0252  0.309
H 3.9753 -6.8031 -7.5471  0.369
H 3.8872 -5.5271 -8.6942  0.349
C -10.2671 1.7699 0.9069  -0.866
S -9.1188 0.4863 1.6198  0.495
O -9.1764 -0.6803 0.6733  -0.602
C -7.4368 1.2701 1.2360  -0.892
H -10.3044 1.5960 -0.1685  0.295
H -10.0476 2.8150 1.1250  0.330
H -11.2649 1.5694 1.2973  0.301
H -6.5999 0.7053 1.6467  0.317
H -7.4464 2.1915 1.8182  0.323
H -7.2427 1.4490 0.1784  0.297
C 4.1335 5.6093 5.8388  -0.889
S 4.1864 4.0732 6.8258  0.480
O 2.7927 3.5357 7.1447  -0.619
C 4.8621 2.9346 5.5082  -0.877
H 5.1399 6.0077 5.7099  0.355
H 3.5661 6.4010 6.3281  0.322
H 3.6911 5.3946 4.8660  0.282
H 4.1588 2.7285 4.7013  0.286
H 5.2725 1.9826 5.8448  0.326
H 5.6886 3.5208 5.1065  0.317

Orbital gap = 2.28 eV
DFT total energy = -163193.93250 eV
Maximum force = 0.1224 Eh/bohr
HOMO = -7.23 eV